[1]
This record from the Open Molecules 2025 dataset describes 2 unconnected molecules or ions with the total composition C2H6O4 at a distorted geometry. The level of theory is wB97M-V/def2-TZVPD.

Each line ends with the natural charge from an NBO analysis.
Cartesian coordinates (Å):
C (-0.8616, 0.6986, 1.2081)  -0.64
C (-0.1073, 0.7764, -0.1013)  -0.08
O (0.9357, -0.2628, -0.0210)  -0.10
O (1.6331, -0.2334, -1.1833)  -0.39
H (-1.2681, -0.2981, 1.3419)  0.23
H (-1.6703, 1.4239, 1.1965)  0.23
H (-0.1985, 0.9209, 2.0405)  0.22
H (-0.7487, 0.5637, -0.9619)  0.20
H (0.3925, 1.7409, -0.2368)  0.20
H (1.3321, -1.2175, -1.6304)  0.44
O (0.0459, -1.8620, -0.2571)  -0.03
O (0.5152, -2.2507, -1.3952)  -0.28

Summary:
SMILES string: CCOO.O=O
F_max: 0.0482 Eh/bohr
Kohn-Sham gap (alpha / beta): 8.52 / 8.57 eV
Energy relative to the best compared isomer or geometry (same formula, charge and spin): 851.73 kJ/mol

[2]
This record from the Open Molecules 2025 dataset describes a molecular structure, C2H6O6RbS at a distorted geometry. The level of theory is wB97M-V/def2-TZVPD.

Each line ends with the Mulliken charge.
Cartesian coordinates (Å):
Rb (-0.3308, 0.4009, 0.2072)  0.99
C (-2.1042, -1.7501, -2.0837)  -0.54
O (-1.4185, -2.1596, -0.8799)  -0.90
H (-2.5098, -0.7384, -2.0884)  0.11
H (-1.2793, -1.6865, -2.7932)  0.15
H (-2.8248, -2.5090, -2.3885)  0.18
C (3.2394, 0.7433, -1.5214)  -0.69
O (2.4613, 0.3044, -0.4761)  -0.82
H (3.0343, 0.1473, -2.4107)  0.16
H (2.9561, 1.7536, -1.8165)  0.15
H (4.3148, 0.8491, -1.3781)  0.19
S (-1.0946, 0.9659, 3.5530)  1.03
O (-1.7241, 1.9333, 2.6345)  -0.76
O (0.3290, 1.1638, 3.7673)  -0.69
O (-1.8473, 0.9085, 4.7996)  -0.80
O (-1.2015, -0.3263, 2.8750)  -0.76

Summary:
F_max: 0.0807 Eh/bohr
Charge: -3
Kohn-Sham gap: 3.65 eV
Energy relative to the best compared isomer or geometry (same formula, charge and spin): 0.00 kJ/mol

[3]
This record from the Open Molecules 2025 dataset describes 2 unconnected molecules or ions with the total composition C2H6OS. The level of theory is wB97M-V/def2-TZVPD.

Each line ends with the natural charge from an NBO analysis.
Cartesian coordinates (Å):
C (-0.6855, 0.8215, 2.7566)  0.28
O (-1.6770, 0.7582, 3.4169)  -0.49
H (-0.1494, -0.0857, 2.4053)  0.10
H (-0.2109, 1.7584, 2.4279)  0.10
C (0.1159, -0.2672, -2.0637)  -0.72
S (0.8386, -1.8398, -1.4446)  -0.05
H (-0.9636, -0.4057, -2.0524)  0.22
H (0.5092, -0.1154, -3.0592)  0.22
H (0.2955, 0.6010, -1.4258)  0.22
H (1.9272, -1.2254, -0.9610)  0.12

Summary:
SMILES string: C=O.CS
F_max: 0.0174 Eh/bohr
Kohn-Sham gap: 9.88 eV
Energy relative to the best compared isomer or geometry (same formula, charge and spin): 64.31 kJ/mol

[4]
This record from the Open Molecules 2025 dataset describes 3 unconnected molecules or ions with the total composition C2H6OS at a distorted geometry. The level of theory is wB97M-V/def2-TZVPD.

Each line ends with the natural charge from an NBO analysis.
Cartesian coordinates (Å):
C (-0.6315, 0.5491, 0.1680)  -0.72
C (0.7410, 0.0137, -0.4198)  -0.12
H (-0.9652, -2.0811, -0.7946)  0.13
H (-0.4771, 1.1407, 1.2137)  0.23
H (-1.0586, 1.5142, -0.2952)  0.26
H (0.6752, -0.4898, -1.4406)  0.19
H (1.4592, 0.7066, -0.8355)  0.19
H (0.5338, -0.1591, 1.7702)  0.36
O (1.6580, -0.7160, 0.4770)  -0.61
S (-1.9348, -0.4782, 0.1569)  0.09

Summary:
F_max: 0.1182 Eh/bohr
Kohn-Sham gap: 7.41 eV
Energy relative to the best compared isomer or geometry (same formula, charge and spin): 814.58 kJ/mol